Density functional theory data (ωB97M-V with the def2-TZVPD basis set) for a structure of composition C45H34BrN2O2RuSi.

```
86
Properties=species:S:1:pos:R:3:mulliken_charge:R:1
Ru 0.095 -0.731 -0.094 0.196
C 3.588 -2.661 1.124 -1.538
O 1.220 -2.868 0.821 -0.162
C 0.905 -2.866 2.176 1.199
C 1.506 -3.707 3.113 -0.939
C 1.128 -3.702 4.445 -1.020
C 0.137 -2.847 4.894 -0.969
C -0.450 -1.992 3.987 -0.223
C -0.091 -1.992 2.642 0.181
N -0.700 -0.997 1.785 0.054
N -1.855 -0.692 2.173 -0.354
C -2.622 0.358 1.656 -1.114
C -2.320 1.294 0.671 1.208
O -1.142 1.229 -0.017 1.315
C -3.228 2.327 0.354 -0.435
C -4.416 2.430 1.007 -1.064
C -4.785 1.505 2.011 0.682
C -6.030 1.616 2.677 -1.054
C -6.391 0.709 3.627 -0.564
C -5.514 -0.349 3.943 -0.751
C -4.304 -0.476 3.320 -0.606
C -3.898 0.457 2.333 1.239
H 4.572 -3.058 0.891 0.518
H 3.460 -2.667 2.202 0.542
H 3.529 -1.633 0.770 0.079
H 2.301 -4.374 2.829 0.459
H 1.632 -4.370 5.131 0.451
H -0.151 -2.823 5.935 0.416
H -1.193 -1.276 4.307 0.520
H -2.979 3.039 -0.420 0.458
H -5.102 3.227 0.749 0.468
H -6.688 2.434 2.414 0.421
H -7.342 0.794 4.135 0.407
H -5.804 -1.075 4.690 0.432
H -3.653 -1.299 3.566 0.468
Br 0.392 -2.148 -2.178 -0.282
C 2.217 -2.695 -2.155 0.942
C 2.837 -2.506 -3.389 -0.607
C 4.110 -2.999 -3.604 -1.074
C 4.694 -3.777 -2.624 -0.694
C 4.044 -4.009 -1.411 0.591
C 4.504 -5.091 -0.579 -1.302
C 3.606 -5.660 0.334 -0.607
C 2.512 -4.948 0.715 -1.438
C 2.482 -3.468 0.413 1.905
C 2.818 -3.346 -1.092 -0.330
H 2.310 -1.976 -4.169 0.501
H 4.606 -2.834 -4.551 0.439
H 5.638 -4.273 -2.807 0.421
H 5.425 -5.590 -0.844 0.438
H 3.745 -6.681 0.664 0.478
H 1.680 -5.404 1.227 0.943
C -3.374 1.864 -4.836 -0.569
C -3.112 0.808 -3.976 -0.767
C -2.264 0.994 -2.895 0.037
C -1.666 2.236 -2.647 1.087
C -1.947 3.286 -3.525 -0.493
C -2.791 3.102 -4.612 -0.755
Si -0.530 2.335 -1.187 -0.539
C -0.307 3.953 -0.312 1.394
C -0.221 3.923 1.085 -0.028
C 0.026 5.077 1.812 -0.796
C 0.196 6.286 1.154 -0.517
C 0.127 6.336 -0.230 -0.825
C -0.119 5.179 -0.956 -0.519
C 1.123 1.572 -1.581 0.626
C 1.580 1.571 -2.902 -0.598
C 2.859 1.127 -3.210 -0.878
C 3.700 0.664 -2.208 -0.533
C 3.256 0.633 -0.895 -0.538
C 1.974 1.074 -0.586 -0.403
H -4.036 1.722 -5.681 0.398
H -3.569 -0.157 -4.145 0.449
H -2.076 0.159 -2.226 0.233
H -1.513 4.264 -3.373 0.157
H -2.996 3.927 -5.280 0.449
H -0.361 2.990 1.620 0.137
H 0.082 5.034 2.892 0.438
H 0.386 7.188 1.719 0.397
H 0.268 7.276 -0.747 0.427
H -0.149 5.248 -2.034 0.206
H 0.933 1.919 -3.698 0.394
H 3.202 1.147 -4.237 0.451
H 4.698 0.322 -2.450 0.483
H 3.909 0.276 -0.110 0.497
H 1.673 1.104 0.465 0.255
```

Output
strongest force on any atom: 0.01425 Eh/bohr
2S+1: 5
HOMO energy (alpha / beta): -9.8866 / -10.1052 eV
total charge: +1
ΔE to the lowest compared entry with this formula, charge and spin: 1.975 eV
E_LUMO (alpha / beta): -3.28 / -3.56 eV